Version a
{
  "formula": "C4H12N2S",
  "method": "ωB97M-V/def2-TZVPD",
  "elements": ["N", "C", "C", "S", "C", "N", "C", "H", "H", "H", "H", "H", "H", "H", "H", "H", "H", "H", "H"],
  "positions_angstrom": [[-1.48, 0.56, 0.25], [-0.08, 0.58, 0.62], [0.28, 0.41, 2.06], [0.33, 2.12, 2.95], [0.57, -0.51, -0.27], [-0.01, -0.34, -1.58], [0.38, -1.17, -2.72], [-2.06, 1.06, 0.92], [-1.71, -0.35, 0.55], [0.43, 1.49, 0.23], [-0.52, -0.15, 2.55], [1.23, -0.06, 2.29], [-0.95, 2.16, 3.41], [0.37, -1.56, 0.08], [1.72, -0.43, -0.26], [0.28, 0.62, -1.92], [0.93, -0.69, -3.58], [-0.55, -1.60, -3.17], [0.86, -2.13, -2.41]],
  "mulliken_spin": [0.042, 0.005, 0.003, 0.932, 0.023, 0.010, 0.003, 0.010, 0.000, -0.026, 0.002, 0.009, -0.010, -0.001, 0.000, -0.001, 0.001, 0.000, 0.000],
  "e_homo_ev": [-11.894, -11.851],
  "s2": 0.7538,
  "total_charge": 1,
  "spin_multiplicity": 2,
  "homo_lumo_gap_ev": [7.7, 2.6]
}

***

Version b
{
  "formula": "C4H12N2S",
  "method": "ωB97M-V/def2-TZVPD",
  "elements": ["C", "N", "C", "C", "S", "C", "N", "H", "H", "H", "H", "H", "H", "H", "H", "H", "H", "H", "H"],
  "positions_angstrom": [[0.77, 0.73, 0.21], [-0.39, 0.01, -0.15], [-1.32, 0.54, -1.14], [-2.67, -0.18, -1.05], [3.50, -0.15, -1.53], [1.35, 0.17, 1.53], [1.35, -1.28, 1.50], [1.58, 0.50, -0.52], [0.53, 1.78, 0.32], [-0.19, -0.98, -0.32], [-0.78, 0.44, -2.09], [-1.44, 1.61, -0.99], [-3.06, 0.10, -0.07], [-3.37, 0.16, -1.80], [-2.56, -1.25, -1.05], [2.33, 0.63, 1.70], [0.65, 0.46, 2.31], [1.73, -1.70, 2.34], [1.98, -1.61, 0.77]],
  "mulliken_spin": [-0.073, -0.750, -0.019, -0.027, 1.991, -0.042, -0.003, -0.045, -0.007, 0.024, -0.045, -0.007, 0.002, 0.002, 0.000, 0.009, -0.005, -0.002, -0.004],
  "e_homo_ev": [-13.842, -13.485],
  "s2": 1.7290,
  "total_charge": 1,
  "spin_multiplicity": 2,
  "homo_lumo_gap_ev": [6.5, 7.2]
}

***

Last place for stability: version b